Computed, not measured: 2 unconnected molecules or ions with the total composition C7H18B3NO7S, with wB97M-V/def2-TZVPD.

Kohn-Sham gap = 10.1 eV
charge = 0
HOMO energy = -9.6 eV

Cartesian coordinates (Å):
O -6.926 -2.218 -0.748
S -6.003 -1.199 -0.361
O -6.333 0.166 -0.621
O -5.704 -1.357 1.203
C -4.409 -1.579 -1.012
C -3.623 -2.624 -0.203
C -2.549 -2.024 0.722
C -1.164 -2.714 0.581
B -0.177 -1.760 -0.167
O 1.026 -1.368 0.407
B 1.436 -0.077 0.135
O 1.043 0.528 -1.060
B -0.243 0.158 -1.388
O -0.523 -1.197 -1.399
H -6.523 -1.076 1.635
H -3.845 -0.656 -1.108
H -4.636 -1.956 -2.006
H -4.316 -3.211 0.398
H -3.172 -3.320 -0.905
H -2.470 -0.957 0.510
H -2.863 -2.120 1.758
H -0.753 -2.898 1.572
H -1.268 -3.671 0.072
H 2.036 0.565 0.922
H -1.107 0.966 -1.523
C 4.813 4.165 -0.660
N 4.420 2.804 -0.353
C 5.016 1.925 0.496
C 6.249 2.395 1.233
O 4.559 0.805 0.648
H 4.014 4.862 -0.400
H 5.028 4.271 -1.724
H 5.702 4.438 -0.101
H 3.603 2.430 -0.811
H 6.596 1.582 1.863
H 7.042 2.664 0.534
H 6.024 3.258 1.860


Computed, not measured: 2 unconnected molecules or ions with the total composition C7H18ClN2OP, with wB97M-V/def2-TZVPD.

Kohn-Sham gap (spin up / spin down) = 7.6 / 8.2 eV
charge = 0
HOMO energy (spin up / spin down) = -9.1 / -8.5 eV

Cartesian coordinates (Å):
C 0.384 2.904 -0.043
C 2.598 1.827 0.540
C 1.150 -1.569 -1.648
C 0.798 -1.271 0.903
C -3.269 -2.090 0.424
C 1.037 1.644 0.366
C 1.299 -0.640 -0.397
N -2.770 -1.192 -0.519
N 0.773 0.711 -0.653
O -2.263 0.372 1.498
P -1.963 0.231 0.057
Cl -2.871 1.578 -1.135
H 0.265 3.379 0.842
H 1.020 3.431 -0.720
H -0.511 2.531 -0.628
H 3.065 1.995 -0.473
H 2.960 1.012 1.054
H 2.876 2.724 1.149
H 0.172 -2.019 -1.868
H 1.480 -1.066 -2.593
H 1.827 -2.409 -1.446
H -0.192 -0.985 1.039
H 1.450 -0.995 1.712
H 0.795 -2.282 0.774
H -2.816 -3.111 0.238
H -2.919 -1.744 1.376
H -4.488 -2.128 0.473
H 0.580 1.247 1.361
H 2.318 -0.559 -0.270
H -2.786 -1.525 -1.414